[1]
Molecular formula: C5H10O2
Method: DFT, the ωB97M-V functional and the def2-TZVPD basis

The value obtained for the gap between HOMO and LUMO is 10.7 eV. As for the LUMO energy: 1.025 eV. As for the spin multiplicity: 1. The maximum force comes out at 0.38 eV/A. Its relative energy (zero: lowest compared OMol25 entry of this formula, charge and spin) is 61.7 kcal per mole. The SMILES is CO[C@H]1C[C@H]1CO.

Structure (XYZ):
```
17
Properties=species:S:1:pos:R:3:forces:R:3
C 2.320 0.723 0.399 0.29 0.08 0.12
O 1.154 0.600 -0.402 -0.02 -0.08 -0.03
C 0.516 -0.598 -0.096 -0.01 -0.28 -0.05
C -0.257 -0.664 1.184 -0.01 -0.01 0.24
C -0.975 -0.700 -0.141 -0.11 -0.04 -0.14
C -1.841 0.454 -0.589 0.09 0.10 0.35
O -2.408 0.222 -1.866 0.18 0.03 -0.23
H 2.625 -0.253 0.801 0.00 0.20 -0.12
H 2.151 1.397 1.250 -0.02 -0.07 -0.17
H 3.129 1.110 -0.223 -0.08 0.08 0.07
H 1.085 -1.471 -0.415 -0.10 0.02 0.13
H -0.204 -1.553 1.803 -0.11 0.08 -0.09
H -0.324 0.274 1.732 0.04 -0.13 -0.08
H -1.356 -1.671 -0.452 0.01 0.14 0.04
H -2.688 0.586 0.090 0.08 -0.05 -0.06
H -1.245 1.376 -0.574 -0.12 -0.06 0.01
H -1.683 0.167 -2.500 -0.11 0.02 0.01
```
Positions in Å, forces in eV/Å.

Which charges does Mulliken predict for the atoms? In e, they are: C -0.77; O -0.39; C -0.10; C -0.70; C -0.04; C -0.60; O -0.54; H 0.37; H 0.25; H 0.24; H 0.45; H 0.27; H 0.24; H 0.38; H 0.30; H 0.31; H 0.31



[2]
Molecular formula: C4H7NO2
Method: DFT, the ωB97M-V functional and the def2-TZVPD basis

The value obtained for the gap between HOMO and LUMO (spin up / spin down) is 8.8 / 8.8 eV. As for the LUMO energy (spin up / spin down): -0.429 / -0.429 eV. As for the spin multiplicity: 1. The maximum force comes out at 2.99 eV/A. Its relative energy (zero: lowest compared OMol25 entry of this formula, charge and spin) is 98.4 kcal per mole.

Structure (XYZ):
```
14
Properties=species:S:1:pos:R:3:forces:R:3
O -0.380 0.966 -1.938 0.05 0.11 -0.06
C -0.421 0.329 -0.708 0.01 0.03 0.38
C 0.111 -1.090 -0.693 -0.70 -0.85 0.20
N 0.305 -1.418 0.700 1.44 1.88 1.83
C 0.573 0.377 1.585 0.25 -1.78 -0.62
C 0.533 1.052 0.281 -0.23 -0.33 -1.02
O 1.223 1.956 -0.157 -0.26 -0.35 0.82
H 0.327 1.632 -1.819 -0.19 -0.01 -0.28
H -1.407 0.374 -0.225 -0.11 -0.03 -0.33
H -0.574 -1.975 -0.701 -0.37 0.80 -2.02
H 0.937 -1.195 -1.432 -0.25 0.12 0.63
H 0.967 -2.215 0.655 0.32 0.99 1.09
H 1.359 0.752 2.269 -0.08 -0.92 -0.55
H -0.378 0.206 2.077 0.11 0.34 -0.09
```
Positions in Å, forces in eV/Å.

Which charges does Mulliken predict for the atoms? In e, they are: O -0.60; C -0.02; C -0.48; N -0.46; C -0.73; C 0.79; O -0.61; H 0.39; H 0.29; H 0.28; H 0.27; H 0.24; H 0.33; H 0.31



[3]
Molecular formula: C5H9NO
Method: DFT, the ωB97M-V functional and the def2-TZVPD basis

The value obtained for the gap between HOMO and LUMO is 10.5 eV. As for the LUMO energy: 0.846 eV. As for the spin multiplicity: 1. The maximum force comes out at 0.49 eV/A. Its relative energy (zero: lowest compared OMol25 entry of this formula, charge and spin) is 17.1 kcal per mole. The SMILES is CC1(C)CNC1=O.

Structure (XYZ):
```
16
Properties=species:S:1:pos:R:3:forces:R:3
C 1.426 0.727 -0.052 0.03 0.01 -0.05
C 0.140 -0.081 0.100 0.10 -0.06 0.09
C 0.311 -1.227 1.087 -0.02 -0.04 0.03
C -1.115 0.846 0.178 -0.02 0.13 0.22
N -1.399 0.468 -1.209 -0.13 -0.12 -0.16
C -0.460 -0.531 -1.250 0.05 -0.20 -0.22
O -0.255 -1.439 -2.018 -0.01 0.44 0.22
H 2.256 0.085 -0.365 -0.13 0.09 0.02
H 1.693 1.189 0.907 -0.03 -0.08 -0.14
H 1.299 1.524 -0.793 0.06 -0.12 0.09
H 0.629 -0.877 2.075 -0.08 0.03 -0.14
H 1.093 -1.892 0.703 -0.14 0.07 0.07
H -0.600 -1.823 1.202 0.08 0.14 -0.03
H -1.884 0.520 0.889 0.16 -0.01 -0.10
H -0.907 1.913 0.321 -0.02 -0.21 -0.03
H -2.226 0.599 -1.775 0.09 -0.07 0.12
```
Positions in Å, forces in eV/Å.

Which charges does Mulliken predict for the atoms? In e, they are: C -1.65; C 1.73; C -1.61; C -0.75; N -0.16; C 0.04; O -0.63; H 0.36; H 0.38; H 0.40; H 0.39; H 0.34; H 0.39; H 0.28; H 0.29; H 0.21



[4]
Molecular formula: C28H84BrMnNO17
Method: DFT, the ωB97M-V functional and the def2-TZVPD basis

The value obtained for the gap between HOMO and LUMO (spin up / spin down) is 8.9 / 9.0 eV. As for the LUMO energy (spin up / spin down): 0.254 / 0.239 eV. As for the spin multiplicity: 6. As for the expectation value of S²: 8.75. The maximum force comes out at 5.15 eV/A. Its relative energy (zero: lowest compared OMol25 entry of this formula, charge and spin) is 0.0 kcal per mole.

Structure (XYZ):
```
132
Properties=species:S:1:pos:R:3:forces:R:3
Mn 3.351 0.731 1.063 1.03 -0.45 -0.05
Br 5.794 0.924 1.891 -0.19 -0.16 -0.16
N 0.167 0.041 0.376 1.94 0.00 1.00
O -0.448 -0.155 1.370 -3.14 -0.68 3.98
O 1.238 0.609 0.480 2.86 2.08 -0.34
O -0.177 -0.393 -0.667 -1.86 -1.45 -4.58
C -5.399 -0.662 0.266 -0.26 -0.65 0.47
C -4.110 -0.128 0.899 -0.28 0.63 -1.00
O -3.145 -1.123 1.191 -1.02 -0.85 0.06
H -5.326 -0.805 -0.812 0.21 -0.19 0.12
H -6.260 -0.013 0.429 0.27 0.46 0.10
H -5.719 -1.595 0.730 0.23 -0.25 -0.08
H -4.353 0.473 1.775 0.14 -0.02 0.16
H -3.714 0.514 0.112 0.35 0.51 0.24
H -2.256 -0.773 1.285 0.30 0.51 -0.15
C 3.163 0.144 4.890 -1.01 -0.88 -0.45
C 2.097 0.495 3.841 -0.31 -2.42 2.28
O 2.664 1.396 2.975 -0.48 1.76 -0.87
H 2.713 -0.471 5.670 0.01 0.22 0.19
H 3.597 1.062 5.287 0.28 -0.23 0.06
H 3.866 -0.520 4.386 0.56 0.47 0.21
H 1.203 0.863 4.344 -0.18 0.38 -0.22
H 1.795 -0.409 3.312 0.03 0.13 -0.15
H 2.722 2.178 3.529 0.67 0.60 -0.59
C -3.156 -1.870 -2.573 0.04 -0.12 -0.69
C -2.673 -3.118 -1.824 -1.08 0.84 0.91
O -3.457 -3.264 -0.606 0.59 -1.04 -1.37
H -3.160 -0.906 -2.065 0.66 -0.18 0.62
H -4.202 -1.933 -2.872 -0.06 -0.59 -0.10
H -2.577 -1.732 -3.486 0.06 0.07 -0.15
H -1.601 -3.125 -1.629 0.21 0.55 0.34
H -2.772 -4.013 -2.438 -0.67 -0.02 0.07
H -3.362 -2.471 -0.073 0.29 0.41 0.25
C -1.776 3.621 -2.409 -0.22 1.17 1.24
C -1.749 2.338 -1.625 -0.19 0.83 -0.27
O -1.447 1.356 -2.546 0.47 -1.60 -0.52
H -1.609 4.390 -1.655 0.16 0.50 -0.16
H -2.736 3.895 -2.845 0.10 -0.45 -0.36
H -0.950 3.647 -3.120 -0.18 0.00 -0.05
H -2.692 2.114 -1.125 -0.19 0.17 0.17
H -0.960 2.393 -0.875 0.05 0.03 0.26
H -1.023 0.661 -2.038 0.05 -0.66 -0.12
C -2.776 -0.311 4.648 -0.87 0.46 -0.73
C -4.343 -0.214 4.464 2.08 -1.21 0.41
O -4.911 -0.473 5.729 -0.68 0.49 0.33
H -2.458 -1.274 5.047 -0.38 -0.11 -0.01
H -2.407 0.448 5.338 -0.15 0.16 -0.08
H -2.272 -0.210 3.686 0.11 0.17 -0.09
H -4.657 -1.027 3.810 0.01 0.16 -0.54
H -4.666 0.738 4.044 -0.01 0.03 0.43
H -4.615 -1.359 5.951 -0.11 -0.04 0.24
C -0.679 3.012 2.645 -0.84 0.62 0.61
C -2.136 2.939 2.137 0.84 -0.97 -0.09
O -3.140 3.395 3.046 0.93 0.33 -0.01
H -0.395 4.034 2.895 -0.05 0.12 0.12
H 0.028 2.667 1.890 -0.28 -0.25 -0.15
H -0.573 2.392 3.535 0.10 0.00 0.02
H -2.283 1.870 1.984 -0.26 -0.17 -0.38
H -2.147 3.430 1.164 -0.46 0.28 -0.05
H -3.990 3.384 2.600 0.02 -0.03 -0.11
C 2.922 -3.341 0.185 -0.58 0.53 0.52
C 2.443 -2.471 1.351 -0.13 -0.70 -0.60
O 3.376 -1.411 1.530 0.16 0.07 0.50
H 2.240 -4.173 0.011 0.04 -0.03 0.00
H 3.916 -3.715 0.431 0.03 -0.06 -0.26
H 2.934 -2.693 -0.691 0.23 -0.28 -0.16
H 2.413 -3.022 2.291 -0.41 -0.08 -0.08
H 1.471 -2.019 1.154 0.13 -0.19 -0.01
H 4.022 -1.798 2.124 0.67 0.67 0.04
C 2.346 -1.883 -4.813 -0.95 0.08 -0.26
C 1.180 -1.549 -3.871 0.45 0.28 -0.37
O 1.741 -1.194 -2.627 0.45 0.06 0.84
H 3.047 -2.588 -4.367 -0.23 -0.11 0.10
H 2.921 -1.014 -5.132 -0.14 0.19 0.23
H 1.913 -2.310 -5.718 0.19 -0.19 -0.09
H 0.466 -2.362 -3.741 0.26 -0.50 -0.07
H 0.556 -0.710 -4.176 0.18 0.15 -0.75
H 1.015 -0.902 -2.070 -0.23 0.08 0.50
C 5.339 -1.298 -1.876 -0.09 1.13 -0.40
C 4.788 0.173 -1.774 1.53 -1.90 0.53
O 3.633 0.093 -0.971 -0.39 0.75 0.29
H 5.551 -1.790 -0.926 -0.29 0.59 0.38
H 6.305 -1.291 -2.381 -0.21 -0.20 -0.53
H 4.562 -1.891 -2.359 0.33 -0.15 -0.38
H 4.568 0.636 -2.735 -0.04 -0.24 -0.13
H 5.541 0.772 -1.262 -0.20 0.17 0.16
H 2.908 -0.194 -1.531 -0.48 -0.31 -0.36
C -0.875 -2.865 6.496 -1.04 0.14 -0.32
C 0.349 -1.957 6.332 -1.28 -1.54 -0.31
O 1.095 -2.539 5.278 1.54 0.49 1.10
H -1.409 -2.991 5.554 0.32 0.04 -0.45
H -1.689 -2.486 7.113 0.32 0.14 0.65
H -0.614 -3.883 6.788 0.23 0.18 0.28
H 0.866 -2.013 7.290 0.63 0.21 -0.33
H 0.060 -0.927 6.126 0.00 0.18 -0.02
H 0.594 -2.554 4.460 -0.54 0.10 -0.35
C 1.976 1.934 -4.279 -0.13 -0.43 -0.68
C 1.784 2.289 -5.757 -1.09 -0.30 0.34
O 2.992 2.739 -6.255 1.66 0.68 -0.49
H 1.081 1.559 -3.782 -0.22 0.19 -0.18
H 2.399 2.738 -3.677 0.02 0.11 -0.24
H 2.665 1.090 -4.306 0.24 0.07 0.36
H 1.041 3.047 -6.006 -0.48 0.13 0.67
H 1.502 1.422 -6.353 -0.39 -0.50 0.39
H 2.810 3.038 -7.149 0.36 0.07 -0.10
C -0.913 -4.085 1.181 -1.02 0.02 0.71
C -1.202 -3.501 2.604 -0.47 -1.58 -2.15
O -0.107 -2.686 2.904 -0.09 0.40 1.00
H -0.829 -3.328 0.401 0.17 0.36 0.23
H -1.764 -4.684 0.856 0.12 -0.28 0.01
H 0.006 -4.671 1.213 -0.06 -0.06 0.02
H -1.339 -4.353 3.270 0.77 0.13 0.43
H -2.175 -3.013 2.657 0.10 0.57 -0.24
H -0.209 -1.918 2.337 0.12 0.47 0.00
C 1.712 3.865 -0.759 -0.61 0.53 0.88
C 2.604 3.681 0.505 -0.92 1.59 -2.30
O 3.486 2.660 0.177 0.67 -0.90 0.14
H 1.172 2.951 -1.008 0.09 -0.03 0.06
H 2.265 4.203 -1.635 0.47 -0.28 0.07
H 0.997 4.676 -0.618 -0.27 -0.05 0.22
H 2.034 3.472 1.411 0.32 0.08 -0.09
H 3.270 4.543 0.508 -0.65 0.65 1.15
H 3.960 3.052 -0.560 0.61 -0.85 -0.18
C -1.981 2.089 -7.343 -0.16 -0.01 0.65
C -1.961 2.175 -5.810 1.25 -0.95 -0.08
O -1.530 0.905 -5.299 -0.29 -0.35 -0.72
H -2.721 1.357 -7.666 -0.17 0.17 -0.02
H -1.028 1.734 -7.733 0.15 0.09 0.23
H -2.181 3.069 -7.777 -0.17 -0.06 -0.06
H -2.911 2.438 -5.345 -0.17 0.24 -0.29
H -1.165 2.834 -5.465 -0.32 0.84 -0.24
H -1.371 1.031 -4.360 -0.16 0.01 0.39
```
Positions in Å, forces in eV/Å.

Mulliken atomic charge list, values in e, 99 entries: Mn 0.64; Br -0.63; N -0.30; O -0.71; O 0.52; O -0.54; C -1.59; C 1.17; O 0.02; H 0.22; H 0.48; H 0.36; H 0.02; H -0.72; H 0.20; C -1.07; C 0.59; O -0.30; H 0.27; H 0.40; H 0.22; H 0.36; H -0.66; H 0.34; C -0.67; C 0.14; O -0.58; H -0.20; H 0.41; H 0.35; H -0.15; H 0.46; H 0.22; C -1.65; C 1.37; O 0.06; H 0.43; H 0.37; H 0.24; H -0.20; H -0.43; H -0.19; C 0.28; C -0.41; O -0.59; H -0.23; H 0.42; H -0.29; H 0.25; H 0.25; H 0.33; C -0.74; C 0.50; O -0.62; H 0.51; H -0.20; H 0.14; H -0.27; H 0.27; H 0.35; C -1.14; C 0.87; O -0.08; H 0.33; H 0.41; H 0.09; H 0.54; H -0.97; H 0.17; C -1.48; C 0.30; O -0.10; H 0.30; H 0.30; H 0.42; H 0.31; H -0.03; H -0.05; C -0.97; C -0.35; O 1.00; H 0.19; H 0.47; H 0.05; H 0.28; H 0.39; H -0.33; C -1.15; C 0.14; O -0.61; H 0.03; H 0.43; H 0.29; H 0.39; H 0.06; H 0.32; C 0.24; C -0.57; O -0.57



[5]
Molecular formula: C32H48AsNO4P2RuS4
Method: DFT, the ωB97M-V functional and the def2-TZVPD basis

The value obtained for the gap between HOMO and LUMO (spin up / spin down) is 6.2 / 6.3 eV. As for the LUMO energy (spin up / spin down): 2.239 / 2.241 eV. As for the spin multiplicity: 2. As for the expectation value of S²: 0.77. The maximum force comes out at 0.54 eV/A. Its relative energy (zero: lowest compared OMol25 entry of this formula, charge and spin) is 0.0 kcal per mole. As for the charge: -1.

Structure (XYZ):
```
93
Properties=species:S:1:pos:R:3:forces:R:3
Ru -0.004 0.414 -0.413 -0.30 0.12 0.10
O 0.503 2.723 3.242 0.04 0.01 -0.04
C 0.377 2.430 2.060 -0.02 0.03 0.04
O 0.695 1.330 1.496 -0.08 -0.04 0.09
C -0.175 3.514 1.103 0.06 -0.01 -0.01
P -0.858 2.715 -0.377 0.42 -0.11 -0.32
C -2.670 2.816 -0.241 0.00 0.03 0.06
C -3.454 3.679 -1.008 -0.01 -0.04 -0.02
C -4.836 3.668 -0.931 -0.01 -0.01 0.02
C -5.461 2.773 -0.068 0.01 0.02 -0.02
C -4.710 1.909 0.703 0.03 -0.01 0.00
C -3.316 1.924 0.628 -0.05 -0.07 0.03
C -0.419 3.832 -1.748 -0.01 0.02 -0.02
C -0.525 5.220 -1.666 -0.04 0.01 0.01
C -0.111 6.017 -2.721 -0.01 0.01 0.01
C 0.415 5.435 -3.869 0.00 0.00 -0.01
C 0.541 4.057 -3.951 0.00 0.00 0.01
C 0.132 3.260 -2.890 0.07 0.03 0.06
H 0.699 4.082 0.771 -0.02 0.03 0.01
H -0.860 4.191 1.609 -0.02 -0.02 0.01
H -2.973 4.355 -1.702 0.03 0.01 0.00
H -5.418 4.345 -1.542 0.00 -0.01 0.00
H -6.542 2.746 0.000 0.00 0.00 0.00
H -5.171 1.199 1.376 -0.01 0.00 0.00
H -1.718 1.000 1.265 0.10 -0.10 -0.05
H -0.926 5.680 -0.769 -0.01 -0.01 0.00
H -0.192 7.094 -2.647 0.00 0.00 0.00
H 0.739 6.061 -4.691 0.00 0.00 0.00
H 0.968 3.601 -4.835 0.00 0.00 0.00
H 0.258 2.182 -2.908 0.00 0.02 -0.05
O 4.032 -5.020 0.421 0.01 0.01 0.01
C 3.356 -4.025 0.360 -0.02 -0.02 -0.02
S 1.749 -3.872 1.090 0.01 0.01 0.00
C 1.439 -2.229 0.569 0.05 0.04 0.02
C 2.395 -1.625 -0.149 -0.01 -0.01 0.03
S 2.226 0.001 -0.771 -0.01 0.16 0.06
S 3.845 -2.547 -0.486 0.00 0.01 0.00
S -0.070 -1.440 0.961 0.04 -0.22 -0.21
C 0.476 -2.827 -3.269 0.02 -0.02 -0.05
C -0.061 -1.671 -4.129 0.00 0.00 -0.01
C -0.422 -2.211 -5.516 0.05 0.02 0.02
C 1.095 -0.664 -4.261 -0.05 -0.02 0.05
P -1.476 -0.864 -3.178 0.10 0.05 -0.14
N -0.906 -0.029 -1.979 -0.26 -0.06 0.11
C -2.704 -2.196 -2.622 0.00 0.04 0.01
C -3.201 -3.165 -3.701 -0.03 0.01 -0.03
C -3.898 -1.475 -1.972 0.02 -0.01 0.03
C -2.082 -3.054 -1.513 -0.04 -0.03 0.07
C -2.411 0.334 -4.325 0.02 -0.01 0.00
C -3.074 1.403 -3.444 -0.01 -0.07 0.02
C -1.451 1.106 -5.241 0.05 -0.05 -0.04
C -3.461 -0.309 -5.239 -0.01 0.06 0.01
H 1.450 -3.127 -3.665 0.00 0.01 0.00
H -0.175 -3.698 -3.309 0.06 0.02 -0.03
H 0.621 -2.530 -2.227 0.00 0.00 0.00
H 0.464 -2.704 -5.930 0.00 0.00 0.00
H -0.707 -1.424 -6.213 0.00 -0.01 0.01
H -1.220 -2.948 -5.489 -0.05 -0.05 0.00
H 1.992 -1.217 -4.554 -0.01 0.00 -0.01
H 1.306 -0.182 -3.306 0.01 -0.02 -0.05
H 0.915 0.087 -5.023 -0.05 0.08 -0.05
H -3.653 -2.691 -4.568 0.02 -0.04 0.03
H -3.961 -3.805 -3.241 0.00 0.00 0.00
H -2.401 -3.822 -4.040 0.02 -0.02 -0.01
H -4.520 -0.939 -2.686 0.00 0.02 0.00
H -3.560 -0.784 -1.197 -0.01 0.02 -0.02
H -4.524 -2.226 -1.485 0.00 -0.01 -0.01
H -1.395 -3.807 -1.891 -0.07 0.06 0.07
H -2.894 -3.577 -1.000 0.00 0.00 -0.01
H -1.571 -2.450 -0.771 0.07 0.03 0.08
H -2.321 1.943 -2.875 -0.01 -0.03 -0.04
H -3.798 1.007 -2.736 0.00 0.00 0.03
H -3.590 2.115 -4.096 -0.02 0.00 0.00
H -0.611 1.526 -4.700 0.04 0.00 0.05
H -2.005 1.944 -5.676 -0.01 -0.01 -0.02
H -1.075 0.501 -6.064 0.03 0.01 0.02
H -4.301 -0.731 -4.692 0.00 0.01 0.01
H -3.036 -1.084 -5.877 0.02 -0.01 -0.02
H -3.859 0.472 -5.893 0.00 0.00 0.00
C -2.809 -1.518 3.586 0.02 -0.02 0.01
As -3.337 -2.829 2.230 -0.03 0.05 0.03
C -4.874 -3.552 3.237 0.00 -0.01 0.00
C -2.072 -4.232 2.758 0.02 0.00 -0.02
O -2.679 1.048 1.432 -0.13 0.08 0.11
H -2.716 -2.001 4.560 -0.02 0.01 0.00
H -3.556 -0.727 3.636 0.01 0.02 0.00
H -1.854 -1.071 3.312 0.00 0.00 -0.02
H -4.599 -3.759 4.273 0.00 0.00 0.00
H -5.221 -4.473 2.768 0.00 0.00 0.00
H -5.692 -2.831 3.222 0.00 0.00 0.00
H -2.137 -4.422 3.831 0.00 0.00 0.00
H -1.063 -3.905 2.511 0.00 0.01 -0.01
H -2.283 -5.152 2.212 0.00 0.00 0.00
```
Positions in Å, forces in eV/Å.

Which charges does Mulliken predict for the atoms? In e, they are: Ru 1.62; O -0.75; C 0.29; O -0.48; C -0.19; P 1.05; C 0.69; C -0.49; C -0.86; C -0.45; C -0.69; C 0.18; C -0.28; C -0.10; C -0.69; C -0.66; C -0.55; C -0.32; H 0.42; H 0.37; H 0.36; H 0.39; H 0.38; H 0.45; H 0.05; H 0.41; H 0.40; H 0.38; H 0.46; H 0.41; O -0.63; C 0.59; S -0.17; C -0.55; C 0.51; S -0.49; S -0.19; S -0.31; C -1.97; C 2.27; C -1.71; C -1.42; P -0.91; N 0.26; C 2.39; C -2.14; C -1.70; C -1.74; C 3.17; C -2.29; C -1.66; C -2.39; H 0.70; H 0.22; H 0.26; H 0.51; H 0.25; H 0.25; H 0.58; H -0.12; H 0.32; H 0.24; H 0.53; H 0.37; H 0.26; H 0.12; H 0.64; H 0.15; H 0.68; H -0.10; H 0.11; H 0.13; H 0.71; H -0.37; H 0.63; H 0.38; H 0.37; H 0.31; H 0.56; C -1.14; As 0.42; C -1.25; C -0.90; O -0.46; H 0.46; H 0.33; H 0.25; H 0.35; H 0.37; H 0.36; H 0.42; H 0.09; H 0.34